40
Properties=species:S:1:pos:R:3:forces:R:3:mulliken_charge:R:1 method="wB97M-V/def2-TZVPD" e_homo_ev=-16.52 largest_force_ev_per_a=0.89 total_charge=+2 de_lowest_ev=0.000 orbital_gap_ev=6.82
Ir 0.662213 0.448568 -0.644001 -0.3 -0.2 -0.8 1.3746
C 2.578449 0.839110 -3.384930 0.0 0.0 0.0 -1.5253
C 1.258535 0.421721 -2.815233 0.1 -0.1 0.0 0.3997
C 1.060229 -0.895336 -2.279540 0.1 0.2 -0.1 -0.2710
C -0.196709 -1.361055 -1.778010 0.0 0.1 0.3 0.5046
C -0.365332 -2.757138 -1.275041 0.0 0.0 0.1 -1.3983
C -1.192571 -0.386518 -1.601433 0.2 0.2 0.2 -0.5350
C -1.009306 0.977272 -2.018527 -0.1 0.0 0.0 0.5767
C -2.079057 1.984952 -1.763554 0.0 0.0 0.1 -1.4675
C 0.211624 1.345189 -2.642902 0.0 0.0 0.0 -0.6028
H 3.114231 1.488173 -2.689446 0.0 0.0 0.0 0.3095
H 2.416682 1.404604 -4.302665 0.0 0.0 0.0 0.4140
H 3.202252 -0.022405 -3.611280 0.0 0.0 0.0 0.4424
H 1.905453 -1.574194 -2.272976 0.0 0.0 0.0 0.5668
H -0.292249 -2.780262 -0.183623 0.0 0.0 0.0 0.2410
H 0.393411 -3.419257 -1.685425 0.0 0.0 0.0 0.4513
H -1.352737 -3.130229 -1.546874 0.0 0.0 0.0 0.4075
H -2.106726 -0.652499 -1.082589 0.0 0.0 0.0 0.5624
H -2.349623 2.011866 -0.706221 0.0 0.0 0.0 0.3598
H -2.978045 1.687593 -2.310360 0.0 0.0 0.0 0.3993
H -1.784715 2.979603 -2.087076 0.0 0.0 0.0 0.4179
H 0.372499 2.382638 -2.910167 0.0 0.0 0.0 0.4852
O 3.534529 0.183685 6.597377 0.0 0.1 0.0 -0.5704
N 3.717754 0.919273 5.658873 0.2 -0.1 0.0 1.0596
O 4.478325 1.855165 5.591276 -0.1 0.0 0.0 -0.5722
C 2.933537 0.621007 4.433594 -0.1 0.0 0.0 -0.5330
C 3.108595 1.407643 3.334941 0.0 0.0 -0.1 -0.4724
C 2.353984 1.128983 2.185518 0.1 0.0 0.0 0.2816
C 1.430225 0.064559 2.144770 -0.1 0.0 0.0 0.9721
O 0.619534 -0.228474 1.143344 0.1 0.1 0.0 -0.6710
C 1.342138 -0.727223 3.299311 0.0 0.0 0.1 -0.0680
C 2.051732 -0.456020 4.440373 0.0 0.0 0.0 -0.4971
N 0.458501 -1.914265 3.296825 0.0 -0.1 0.1 0.9130
O -0.152088 -2.128426 4.311399 0.0 0.0 -0.1 -0.4966
O 0.461913 -2.591520 2.287601 0.0 0.0 0.0 -0.5570
N 2.603489 1.977899 1.067837 -0.2 0.2 -0.1 0.9969
O 1.985794 1.824615 -0.082459 0.2 -0.2 0.4 -0.6986
O 3.373301 2.871180 1.129123 0.0 0.0 0.0 -0.4863
H 3.814150 2.226857 3.360767 0.0 0.0 0.0 0.6557
H 1.931979 -1.067435 5.326702 0.0 0.0 0.0 0.6309



40
Properties=species:S:1:pos:R:3:forces:R:3:lowdin_spin:R:1 method="wB97M-V/def2-TZVPD" e_homo_ev="-16.04 / -17.27" largest_force_ev_per_a=0.36 s_squared=6.04 total_charge=+2 de_lowest_ev=0.096 multiplicity=5 orbital_gap_ev="7.74 / 6.32"
Ir 0.308369 0.046198 -0.069693 -0.1 -0.3 -0.1 2.2481
C 2.578602 2.418495 -1.987039 0.0 0.0 0.0 0.0174
C 2.436715 1.351719 -0.952877 0.0 0.0 0.0 0.1207
C 2.164109 1.664458 0.394726 0.1 0.1 0.0 0.0949
C 2.056653 0.662309 1.381098 0.0 0.0 0.1 0.0554
C 1.851160 0.998758 2.826928 0.0 0.0 0.0 0.0140
C 2.137083 -0.700769 0.964631 -0.1 0.1 0.0 0.0464
C 2.418492 -1.049478 -0.386518 0.0 0.0 0.0 0.0455
C 2.599682 -2.484207 -0.770854 0.0 0.0 0.0 0.0106
C 2.548136 -0.007766 -1.320890 0.0 0.0 0.0 0.1296
H 1.736181 2.390353 -2.682538 0.0 0.0 0.0 0.0060
H 3.477644 2.244663 -2.579867 0.0 0.0 0.0 0.0053
H 2.633774 3.409006 -1.542663 0.0 0.0 0.0 0.0001
H 2.075861 2.702150 0.690382 0.0 0.0 0.0 0.0025
H 0.893896 0.625788 3.195447 0.0 0.0 0.0 0.0040
H 1.890912 2.072105 2.993866 0.0 0.0 0.0 0.0001
H 2.629791 0.521383 3.423885 0.0 0.0 0.0 0.0031
H 2.059535 -1.485518 1.708429 0.0 0.0 0.0 0.0065
H 1.781919 -3.103207 -0.401883 0.0 0.0 0.0 0.0025
H 3.517997 -2.859507 -0.314071 0.0 0.0 0.0 0.0028
H 2.679212 -2.603421 -1.848473 0.0 0.0 0.0 0.0000
H 2.721115 -0.257859 -2.360915 0.0 0.0 0.0 0.0053
O -7.092101 2.203363 -2.440907 0.0 -0.1 0.0 0.0018
N -6.045874 2.072572 -3.021045 0.0 0.2 0.0 0.0160
O -5.811442 2.241812 -4.193309 0.0 -0.1 0.0 0.0368
C -4.881142 1.681631 -2.179571 0.0 -0.1 0.0 0.2231
C -3.635277 1.520792 -2.821673 0.1 0.0 0.0 0.0462
C -2.550131 1.153717 -2.089095 0.0 0.1 0.0 0.0763
C -2.645165 0.932440 -0.663304 -0.1 -0.1 0.0 0.1017
O -1.724474 0.567277 0.097975 0.1 0.2 0.1 0.3246
C -3.965850 1.149819 -0.088634 0.0 -0.1 0.0 0.2043
C -5.069377 1.493115 -0.821343 0.0 0.0 0.0 -0.0266
N -4.068524 1.006694 1.369278 0.1 0.1 0.0 -0.0004
O -4.768698 0.119010 1.776155 0.0 0.0 0.0 0.0239
O -3.429098 1.817827 1.997345 0.0 0.0 0.0 0.0402
N -1.288890 0.972002 -2.813205 0.0 -0.1 0.0 0.0105
O -0.332989 0.405580 -2.244045 0.0 0.0 0.0 0.0787
O -1.226228 1.335342 -3.943567 0.0 0.0 0.0 0.0256
H -3.566600 1.680375 -3.891095 0.0 0.0 0.0 -0.0002
H -6.047083 1.620135 -0.371659 0.0 0.0 0.0 -0.0036



38
Properties=species:S:1:pos:R:3:forces:R:3:nbo_charge:R:1 method="wB97M-V/def2-TZVPD" e_homo_ev=-8.73 largest_force_ev_per_a=1.26 total_charge=0 smiles="O=[N+]([O-])c1ccc(S(=O)(=O)NC[C@H]2COc3ccccc3O2)cc1" de_lowest_ev=4.635 orbital_gap_ev=7.83
O -0.596392 0.120954 -4.275937 0.1 -0.2 -0.3 -0.3671
N -0.858200 1.012685 -3.501564 0.1 0.0 -0.3 0.5175
O -0.804006 2.193911 -3.759342 0.0 0.4 -0.1 -0.3750
C -1.257103 0.639690 -2.161871 -0.4 -0.4 1.1 0.0978
C -1.291488 -0.704040 -1.814484 0.0 0.3 -0.3 -0.1907
C -1.627164 -1.049666 -0.517153 -0.1 0.0 0.2 -0.2050
C -1.897508 -0.055043 0.404193 -0.2 -0.3 0.4 -0.2799
C -1.908067 1.281100 0.045877 -0.1 0.0 -0.1 -0.2038
C -1.584107 1.637456 -1.249418 -0.1 -0.1 -0.2 -0.1847
H -1.571717 2.668083 -1.569644 0.0 0.0 0.0 0.2544
H -2.174817 2.023788 0.780487 0.0 0.2 0.0 0.2344
S -2.292851 -0.493652 2.109221 -0.2 0.5 0.2 2.3132
O -2.178607 -1.913220 2.260666 0.3 -0.1 -0.1 -0.9466
O -3.529148 0.155720 2.411527 0.1 0.3 -0.1 -0.9184
N -1.142656 0.202879 3.088591 -0.8 -0.3 -0.4 -0.8422
H -1.018410 1.184166 2.899546 -0.1 0.2 0.0 0.4073
C 0.071492 -0.500490 3.403545 0.5 -0.3 -0.2 -0.2444
H 0.521714 -0.011757 4.269991 -0.1 -0.1 -0.1 0.2193
C 1.088487 -0.555673 2.236576 0.3 -0.4 0.2 0.0509
C 1.006521 -1.897835 1.502373 -0.3 0.2 0.3 -0.1014
H -0.038665 -2.102729 1.248089 0.2 -0.1 0.0 0.1963
O 1.812787 -1.932230 0.345201 0.2 0.1 -0.3 -0.4826
C 1.832107 -0.777486 -0.386472 0.0 0.1 0.0 0.2127
C 2.369927 -0.815636 -1.668073 -0.1 0.0 0.2 -0.2360
C 2.422626 0.330137 -2.437340 0.0 0.0 0.0 -0.2145
C 1.948358 1.530798 -1.932128 0.0 0.1 0.0 -0.2411
C 1.418731 1.581178 -0.656650 0.1 -0.2 0.1 -0.2534
C 1.350775 0.430554 0.117190 0.1 0.0 0.1 0.2777
O 0.784729 0.523220 1.368787 0.2 0.0 -0.2 -0.5309
H 1.055400 2.504925 -0.235703 -0.1 0.1 0.1 0.2232
H 1.990325 2.428052 -2.529125 0.0 0.1 -0.1 0.2259
H 2.833160 0.286040 -3.433490 0.0 0.0 -0.1 0.2235
H 2.738625 -1.758753 -2.037024 0.0 -0.1 -0.1 0.2285
H 1.376168 -2.696727 2.149134 -0.1 0.1 0.0 0.2057
H 2.114223 -0.423604 2.614283 -0.2 0.0 0.0 0.1865
H -0.223851 -1.514048 3.678006 0.2 0.0 0.1 0.2349
H -1.690227 -2.082442 -0.211755 0.1 -0.1 0.0 0.2495
H -1.051170 -1.450305 -2.556111 0.0 0.0 0.0 0.2586



Copy entry 1 word for word.
40
Properties=species:S:1:pos:R:3:forces:R:3:mulliken_charge:R:1 method="wB97M-V/def2-TZVPD" e_homo_ev=-16.52 largest_force_ev_per_a=0.89 total_charge=+2 de_lowest_ev=0.000 orbital_gap_ev=6.82
Ir 0.662213 0.448568 -0.644001 -0.3 -0.2 -0.8 1.3746
C 2.578449 0.839110 -3.384930 0.0 0.0 0.0 -1.5253
C 1.258535 0.421721 -2.815233 0.1 -0.1 0.0 0.3997
C 1.060229 -0.895336 -2.279540 0.1 0.2 -0.1 -0.2710
C -0.196709 -1.361055 -1.778010 0.0 0.1 0.3 0.5046
C -0.365332 -2.757138 -1.275041 0.0 0.0 0.1 -1.3983
C -1.192571 -0.386518 -1.601433 0.2 0.2 0.2 -0.5350
C -1.009306 0.977272 -2.018527 -0.1 0.0 0.0 0.5767
C -2.079057 1.984952 -1.763554 0.0 0.0 0.1 -1.4675
C 0.211624 1.345189 -2.642902 0.0 0.0 0.0 -0.6028
H 3.114231 1.488173 -2.689446 0.0 0.0 0.0 0.3095
H 2.416682 1.404604 -4.302665 0.0 0.0 0.0 0.4140
H 3.202252 -0.022405 -3.611280 0.0 0.0 0.0 0.4424
H 1.905453 -1.574194 -2.272976 0.0 0.0 0.0 0.5668
H -0.292249 -2.780262 -0.183623 0.0 0.0 0.0 0.2410
H 0.393411 -3.419257 -1.685425 0.0 0.0 0.0 0.4513
H -1.352737 -3.130229 -1.546874 0.0 0.0 0.0 0.4075
H -2.106726 -0.652499 -1.082589 0.0 0.0 0.0 0.5624
H -2.349623 2.011866 -0.706221 0.0 0.0 0.0 0.3598
H -2.978045 1.687593 -2.310360 0.0 0.0 0.0 0.3993
H -1.784715 2.979603 -2.087076 0.0 0.0 0.0 0.4179
H 0.372499 2.382638 -2.910167 0.0 0.0 0.0 0.4852
O 3.534529 0.183685 6.597377 0.0 0.1 0.0 -0.5704
N 3.717754 0.919273 5.658873 0.2 -0.1 0.0 1.0596
O 4.478325 1.855165 5.591276 -0.1 0.0 0.0 -0.5722
C 2.933537 0.621007 4.433594 -0.1 0.0 0.0 -0.5330
C 3.108595 1.407643 3.334941 0.0 0.0 -0.1 -0.4724
C 2.353984 1.128983 2.185518 0.1 0.0 0.0 0.2816
C 1.430225 0.064559 2.144770 -0.1 0.0 0.0 0.9721
O 0.619534 -0.228474 1.143344 0.1 0.1 0.0 -0.6710
C 1.342138 -0.727223 3.299311 0.0 0.0 0.1 -0.0680
C 2.051732 -0.456020 4.440373 0.0 0.0 0.0 -0.4971
N 0.458501 -1.914265 3.296825 0.0 -0.1 0.1 0.9130
O -0.152088 -2.128426 4.311399 0.0 0.0 -0.1 -0.4966
O 0.461913 -2.591520 2.287601 0.0 0.0 0.0 -0.5570
N 2.603489 1.977899 1.067837 -0.2 0.2 -0.1 0.9969
O 1.985794 1.824615 -0.082459 0.2 -0.2 0.4 -0.6986
O 3.373301 2.871180 1.129123 0.0 0.0 0.0 -0.4863
H 3.814150 2.226857 3.360767 0.0 0.0 0.0 0.6557
H 1.931979 -1.067435 5.326702 0.0 0.0 0.0 0.6309